The following is a quantum chemistry calculation of a molecular structure, C42H39N9O4PRbS, from the Open Molecules 2025 dataset.

## Properties
Highest occupied orbital energy (eV): -1.9437
E_LUMO (Eh): 0.140
E (eV): -86566.7789
M (g mol⁻¹): 882.3
Energy above the lowest of the compared OMol25 structures with the same formula, charge and spin (kJ/mol): 34.7
Net charge: -2

Last column: Mulliken charge in e.
Positions of all 97 atoms, in Å:
1 Rb 0.05714 0.10597 0.01975  0.49
2 N -3.20814 2.24716 4.14182  -0.56
3 C -2.92022 1.47307 3.01898  0.11
4 S -2.62304 2.26408 1.54013  -0.38
5 N -2.94530 0.17773 3.26938  -0.82
6 N -2.52343 -0.60918 2.26085  1.14
7 C -2.95324 -1.82357 2.26684  -0.25
8 C -4.04015 -2.29160 3.17430  -0.03
9 C -5.26377 -1.62384 3.20447  -0.22
10 C -6.28101 -2.05093 4.04273  -0.75
11 C -6.09047 -3.14782 4.87568  -0.48
12 C -4.87534 -3.81646 4.85843  -0.93
13 C -3.86100 -3.39166 4.00934  0.14
14 C -2.26489 -2.80811 1.39011  -0.59
15 C -2.83192 -4.04878 1.08919  -0.29
16 C -2.09233 -4.96726 0.36032  -0.94
17 C -0.81573 -4.63334 -0.05765  -0.58
18 C -0.34550 -3.35852 0.23567  -0.84
19 N -1.05183 -2.47419 0.93347  1.26
20 H -2.85099 3.18481 4.05191  0.24
21 H -2.97307 1.78134 5.00788  0.23
22 H -5.40039 -0.75741 2.57039  0.45
23 H -7.22531 -1.51980 4.05371  0.38
24 H -6.88434 -3.47672 5.53607  0.36
25 H -4.71384 -4.66963 5.50723  0.40
26 H -2.91283 -3.91524 3.99167  0.50
27 H -3.83127 -4.28370 1.42931  0.61
28 H -2.51603 -5.93544 0.11905  0.38
29 H -0.20108 -5.32383 -0.61885  0.51
30 H 0.63792 -3.02585 -0.09060  0.29
31 C -5.00537 1.07303 -3.56432  -0.49
32 C -4.54625 0.47770 -2.39839  -0.74
33 C -3.33889 0.87448 -1.84037  0.34
34 C -2.58937 1.87044 -2.44961  -0.49
35 C -3.04088 2.46591 -3.62300  -0.43
36 C -4.24586 2.06847 -4.17469  -0.64
37 N -1.33239 2.19088 -1.83495  1.21
38 N -0.78607 3.18692 -2.33008  -0.69
39 C 0.50595 3.47707 -1.79391  -0.03
40 C 1.16834 4.55058 -2.38810  -0.45
41 C 2.42447 4.88862 -1.93801  -0.43
42 C 2.98774 4.15268 -0.90044  -0.72
43 C 2.23988 3.11744 -0.36485  -0.12
44 N 1.02287 2.78752 -0.78782  0.26
45 H -5.94479 0.75790 -4.00392  0.35
46 H -5.12041 -0.30719 -1.92197  0.37
47 H -2.97458 0.40345 -0.93542  0.53
48 H -2.41821 3.21161 -4.09770  0.43
49 H -4.59086 2.52536 -5.09547  0.34
50 H 0.68461 5.06335 -3.20775  0.42
51 H 2.96877 5.70835 -2.39230  0.35
52 H 3.97689 4.36971 -0.51967  0.40
53 H 2.63330 2.51601 0.45064  0.12
54 O 4.30085 -2.61656 0.54071  -0.84
55 C 3.47897 -1.72339 0.79532  0.13
56 O 2.36902 -1.49483 0.24748  -0.42
57 C 3.84679 -0.77074 1.96421  -0.79
58 P 2.36342 0.11017 2.58631  0.52
59 C 1.40528 -1.26249 3.35244  0.57
60 C 0.19039 -0.92840 3.94558  -0.81
61 C -0.59697 -1.89314 4.55678  -0.41
62 C -0.17596 -3.21552 4.57221  -0.60
63 C 1.02184 -3.56482 3.96057  -0.75
64 C 1.80906 -2.59633 3.35381  -0.16
65 C 3.06505 0.85459 4.13281  0.16
66 C 3.20793 2.23929 4.18823  -0.36
67 C 3.75458 2.86137 5.30471  -0.55
68 C 4.15913 2.10192 6.39194  -0.40
69 C 4.01399 0.71962 6.35539  -0.69
70 C 3.47323 0.10498 5.23653  -0.21
71 H 4.54391 -0.01759 1.58619  0.54
72 H 4.36511 -1.32969 2.74628  0.42
73 H -0.17218 0.09362 3.90112  0.35
74 H -1.55433 -1.60365 4.97456  0.43
75 H -0.78860 -3.97739 5.04115  0.38
76 H 1.34132 -4.60050 3.94231  0.39
77 H 2.72599 -2.89706 2.86114  0.23
78 H 2.87125 2.83535 3.34678  0.38
79 H 3.85256 3.94027 5.32792  0.38
80 H 4.57717 2.58313 7.26831  0.34
81 H 4.32002 0.12045 7.20518  0.37
82 H 3.35125 -0.97232 5.21904  0.29
83 C -1.80864 -2.22021 -4.69331  -1.47
84 C -1.04130 -1.42555 -3.67201  0.31
85 N -1.27135 -1.55861 -2.41865  0.54
86 O -2.34788 -2.46243 -2.20642  -0.51
87 C -0.06780 -0.42670 -4.12018  0.07
88 C 0.79840 -0.64073 -5.32562  -1.59
89 N -0.04564 0.70123 -3.46925  0.43
90 O 0.72185 1.63864 -3.88769  -0.77
91 H -2.86641 -1.95666 -4.62122  0.28
92 H -1.73208 -3.29059 -4.49461  0.31
93 H -1.45770 -2.00293 -5.69975  0.44
94 H -2.38696 -2.50416 -1.24467  0.28
95 H 0.78534 -1.67958 -5.66092  0.44
96 H 1.82534 -0.36269 -5.07808  0.36
97 H 0.49879 0.00913 -6.15624  0.27